# 1
The following is a quantum chemistry calculation of a molecular structure, C35H41CoN4SeSi, from OMol25.

XYZ file:
```
83
Properties=species:S:1:pos:R:3:forces:R:3
Co 0.270 -0.240 -0.477 -0.12 -0.06 -0.05
C -0.924 -0.579 1.132 0.08 0.07 0.00
Si -2.561 -0.663 0.374 -0.13 -0.01 0.02
C -2.220 -1.746 -1.150 0.05 0.05 -0.04
N -1.047 -1.160 -1.853 0.08 -0.05 -0.08
C -1.459 -0.050 -2.776 -0.04 0.02 0.10
C -1.367 -0.413 -4.255 0.01 0.01 -0.05
C -1.929 -1.806 -4.509 0.00 -0.01 0.02
C -1.124 -2.848 -3.710 -0.02 -0.03 -0.03
C -0.298 -2.189 -2.606 0.01 0.07 0.08
C -4.038 -1.477 1.264 0.02 0.09 0.04
C -4.282 -2.849 1.179 0.04 -0.04 -0.04
C -5.326 -3.453 1.870 -0.01 -0.01 0.00
C -6.158 -2.689 2.674 0.00 0.00 0.00
C -5.935 -1.323 2.783 0.00 0.02 0.00
C -4.890 -0.731 2.086 0.04 -0.03 -0.01
C -3.187 1.043 -0.156 0.02 0.05 -0.02
C -2.312 2.132 -0.152 0.06 -0.04 0.03
C -2.712 3.385 -0.597 -0.01 -0.02 0.01
C -4.006 3.574 -1.060 -0.02 0.03 -0.01
C -4.895 2.506 -1.075 0.00 0.01 0.00
C -4.486 1.259 -0.626 0.01 -0.06 0.02
H -0.589 -1.569 1.472 -0.01 0.01 0.01
H -0.781 0.140 1.940 -0.02 0.00 -0.01
H -3.058 -1.930 -1.834 -0.02 0.01 0.01
H -1.906 -2.717 -0.751 0.03 -0.01 -0.02
H -0.842 0.826 -2.563 0.00 0.00 -0.01
H -2.489 0.217 -2.533 0.03 0.00 -0.02
H -0.327 -0.368 -4.591 0.00 0.01 -0.01
H -1.910 0.344 -4.826 0.00 -0.01 0.00
H -1.917 -2.039 -5.575 0.00 0.00 0.00
H -2.979 -1.824 -4.200 0.00 0.01 0.01
H -0.439 -3.393 -4.364 0.01 0.01 0.00
H -1.795 -3.593 -3.276 0.00 -0.01 -0.01
H 0.590 -1.703 -3.014 0.00 -0.01 -0.02
H 0.066 -2.922 -1.890 0.02 -0.03 0.03
H -3.641 -3.471 0.563 -0.01 0.00 0.00
H -5.487 -4.521 1.780 0.00 0.00 0.00
H -6.974 -3.155 3.213 0.00 0.00 0.01
H -6.577 -0.717 3.411 0.00 0.00 0.00
H -4.735 0.338 2.184 0.00 0.00 -0.01
H -1.288 1.979 0.178 -0.03 0.03 -0.01
H -2.009 4.209 -0.591 0.01 0.00 0.01
H -4.321 4.550 -1.409 -0.01 -0.01 -0.01
H -5.908 2.646 -1.436 0.00 0.01 0.00
H -5.192 0.435 -0.644 0.00 0.00 0.02
C 3.233 1.588 -2.785 -0.02 0.02 -0.01
C 3.150 2.444 -1.555 -0.05 -0.07 -0.04
C 3.862 3.626 -1.451 0.03 0.06 0.03
C 3.790 4.431 -0.316 -0.01 -0.09 -0.07
C 2.975 4.009 0.728 -0.02 0.02 0.05
C 2.246 2.832 0.667 -0.16 0.07 0.16
C 1.413 2.387 1.836 0.04 0.00 0.01
C 2.303 2.009 -0.492 0.06 -0.04 -0.09
N 1.649 0.837 -0.576 0.01 -0.08 0.02
H 3.904 2.030 -3.526 -0.01 0.00 0.00
H 2.241 1.463 -3.230 0.01 -0.02 -0.02
H 3.583 0.579 -2.550 -0.01 0.00 0.02
H 4.494 3.922 -2.284 0.00 0.01 0.01
H 4.352 5.354 -0.247 0.01 0.00 -0.01
H 2.908 4.610 1.631 0.00 -0.01 0.00
H 1.603 3.021 2.705 -0.01 0.02 0.01
H 1.637 1.351 2.102 -0.01 -0.01 0.02
H 0.340 2.410 1.621 0.04 0.00 -0.06
C 3.387 -3.446 3.261 -0.02 0.03 -0.03
N 3.540 -2.286 2.418 0.07 0.11 -0.10
C 2.943 -2.085 1.197 0.26 -0.10 0.26
Se 1.940 -3.335 0.310 -0.24 -0.01 -0.12
N 3.302 -0.867 0.762 -0.14 0.26 -0.04
C 4.128 -0.265 1.696 0.10 -0.10 0.09
C 4.762 0.966 1.702 0.09 0.11 0.11
C 5.560 1.260 2.802 -0.02 -0.06 -0.07
C 5.731 0.350 3.848 -0.04 -0.03 -0.02
C 5.101 -0.889 3.838 0.00 0.06 0.04
C 4.297 -1.171 2.746 -0.11 -0.03 -0.14
H 2.857 -4.206 2.691 0.02 -0.01 0.00
H 2.805 -3.193 4.150 0.04 -0.01 0.00
H 4.367 -3.821 3.561 0.00 -0.01 0.00
H 2.711 -0.280 0.064 0.02 -0.18 0.02
H 4.626 1.676 0.895 0.00 -0.02 0.00
H 6.066 2.215 2.843 -0.02 0.01 0.00
H 6.364 0.616 4.685 0.00 0.00 0.00
H 5.226 -1.594 4.649 0.00 0.00 0.00
```
Positions in Å, forces in eV/Å.

- charge = -1
- highest occupied orbital energy (spin up / spin down) (eV) = -3.27 / -3.43
- orbital gap (spin up / spin down) (eV) = 5.858 / 6.024
- maximum force (eV/Å) = 0.38
- multiplicity = 2
- expectation value of S² = 0.970
- calculated total energy (hartree) = -5651.076097

Atom charges from the Löwdin analysis, given in e for atoms 1 to 5: atom 1 (Co): 0.4312, atom 2 (C): -0.2924, atom 3 (Si): 0.5855, atom 4 (C): -0.2226, atom 5 (N): -0.2605



# 2
The following is a quantum chemistry calculation of 2 unconnected molecules or ions with the total composition C3H10N2O3 in a non-equilibrium geometry, from OMol25.

XYZ file:
```
18
Properties=species:S:1:pos:R:3:forces:R:3
N -1.442 1.479 -1.271 -0.20 0.61 -0.07
C -0.924 1.354 0.067 -0.41 0.38 -0.84
O -0.909 2.280 0.851 0.31 -0.13 0.19
N -0.447 0.122 0.320 0.18 -0.27 0.48
C -0.411 -1.030 -0.558 0.98 -0.09 0.20
C 0.987 -1.683 -0.639 0.26 -0.18 -0.46
O 1.582 -1.587 -1.941 -0.50 0.29 -0.01
H -2.438 1.262 -1.248 0.16 -0.26 -0.11
H -1.404 2.467 -1.536 0.05 -0.33 0.31
H -0.161 -0.041 1.278 -0.13 0.01 -0.03
H -0.626 -0.726 -1.570 -0.50 0.19 -0.13
H -1.133 -1.769 -0.230 -0.23 -0.13 -0.03
H 1.724 -1.302 0.068 -0.28 0.38 0.30
H 0.909 -2.742 -0.424 -0.05 -0.27 -0.07
H 1.243 -0.790 -2.379 0.26 -0.29 0.23
O 1.177 -0.718 2.846 -0.19 0.22 -0.05
H 1.032 0.090 3.358 0.10 -0.16 -0.09
H 1.680 -0.437 2.073 0.18 0.03 0.16
```
Positions in Å, forces in eV/Å.

- highest occupied orbital energy (eV) = -9.84
- orbital gap (eV) = 10.464
- maximum force (eV/Å) = 1.01
- structure (SMILES) = NC(=O)NCCO.O
- ΔE to the lowest compared entry with this formula, charge and spin (kJ/mol) = 69.83
- calculated total energy (hartree) = -455.545018

Atom charges from the Löwdin analysis, given in e for atoms 1 to 5: atom 1 (N): 0.0994, atom 2 (C): -0.5998, atom 3 (O): 0.0476, atom 4 (N): 0.0674, atom 5 (C): -0.1489



# 3
The following is a quantum chemistry calculation of a molecular structure, C16H14N4O7PtS3, from OMol25.

XYZ file:
```
45
Properties=species:S:1:pos:R:3:forces:R:3
Pt 0.766 1.111 0.082 0.53 0.31 0.28
C 5.055 3.047 -0.605 0.07 0.00 0.00
O 3.899 3.743 -0.076 0.05 -0.03 -0.05
C 2.758 3.110 -0.222 -0.30 -0.19 0.02
O 2.640 2.027 -0.808 -0.37 0.35 0.13
N 1.710 3.790 0.330 0.33 -0.27 -0.22
N 0.454 3.136 0.324 -0.20 0.20 -0.20
H 5.911 3.581 -0.209 -0.02 0.02 0.00
H 5.041 3.092 -1.691 -0.02 0.00 0.00
H 5.052 2.011 -0.278 -0.01 0.02 0.02
H 1.870 4.544 0.977 -0.01 0.05 -0.05
H -0.113 3.507 -0.445 -0.05 0.01 0.15
H -0.083 3.327 1.177 0.16 -0.07 0.06
O -2.539 3.879 -0.736 -0.05 -0.04 0.04
S -3.298 3.192 0.282 0.05 0.01 -0.05
O -4.391 3.861 0.910 0.00 0.01 0.01
N -2.158 2.679 1.393 0.30 -0.14 -0.11
C -1.932 1.413 1.249 -0.03 0.26 0.15
S -0.490 0.685 1.955 -0.34 -0.38 -0.39
C -2.896 0.679 0.387 0.04 0.00 0.12
C -3.051 -0.682 0.216 -0.02 -0.01 0.06
C -4.077 -1.120 -0.613 -0.02 0.06 -0.02
C -4.913 -0.215 -1.259 0.04 -0.01 0.03
C -4.760 1.158 -1.082 0.01 0.00 0.00
C -3.745 1.568 -0.248 -0.10 0.03 -0.06
H -2.385 -1.375 0.712 -0.08 0.04 0.00
H -4.223 -2.180 -0.766 0.01 -0.01 -0.01
H -5.699 -0.583 -1.905 -0.01 -0.01 0.00
H -5.414 1.867 -1.570 -0.01 0.01 0.00
O -0.818 -1.450 -1.191 0.12 -0.04 -0.01
C 0.230 -1.724 -0.649 0.48 0.22 0.09
N 1.212 -0.801 -0.306 -0.35 -0.52 0.16
S 2.556 -1.495 0.383 -0.21 0.14 -0.10
O 2.756 -0.971 1.706 -0.04 -0.04 -0.03
O 3.663 -1.463 -0.529 0.05 0.05 0.05
C 1.874 -3.120 0.397 -0.16 -0.06 -0.07
C 2.438 -4.281 0.886 -0.03 0.04 -0.04
C 1.704 -5.451 0.737 -0.10 -0.03 -0.05
C 0.459 -5.445 0.106 0.10 -0.01 0.05
C -0.085 -4.269 -0.390 0.06 0.02 0.01
C 0.641 -3.101 -0.232 0.16 0.05 0.06
H 3.406 -4.278 1.368 0.01 0.00 0.00
H 2.104 -6.382 1.116 0.00 -0.01 0.00
H -0.086 -6.374 0.002 0.00 -0.01 0.00
H -1.045 -4.245 -0.885 -0.01 0.00 -0.01
```
Positions in Å, forces in eV/Å.

- highest occupied orbital energy (eV) = -8.60
- orbital gap (eV) = 7.848
- maximum force (eV/Å) = 0.68
- ΔE to the lowest compared entry with this formula, charge and spin (kJ/mol) = 11.90
- calculated total energy (hartree) = -2677.703511

Atom charges from the Löwdin analysis, given in e for atoms 1 to 5: atom 1 (Pt): 0.9036, atom 2 (C): 0.0067, atom 3 (O): 0.0127, atom 4 (C): -0.5605, atom 5 (O): -0.0173



# 4
The following is a quantum chemistry calculation of a gas-phase ion, C4H12N3 (charge +1) in a non-equilibrium geometry, from OMol25.

XYZ file:
```
19
Properties=species:S:1:pos:R:3:forces:R:3
N -0.411 -1.812 2.122 1.11 2.31 0.10
C -0.605 -0.424 1.636 -1.79 -0.04 -0.30
C -0.855 -0.034 0.360 1.70 -2.82 1.76
N -1.058 -1.284 -0.458 0.63 0.75 -2.47
C -0.292 1.126 -0.370 0.83 3.01 0.12
C 1.228 0.910 -0.936 1.49 -0.99 1.88
N 1.588 1.694 -2.158 0.48 -2.52 -0.77
H -0.932 -1.960 3.022 0.70 0.28 -1.09
H 0.606 -1.599 2.403 -1.57 -1.39 -0.02
H -0.736 0.325 2.370 0.79 0.98 0.90
H -0.966 -0.867 -1.430 0.03 -1.59 0.87
H -0.390 -2.057 -0.231 -0.43 0.86 -0.35
H -1.988 -1.692 -0.377 -0.18 0.21 0.17
H -0.170 1.950 0.387 -0.40 -0.76 -0.55
H -0.947 1.609 -1.140 0.52 -0.81 0.31
H 2.090 1.149 -0.111 -2.57 -0.42 -1.32
H 1.293 -0.238 -0.932 0.44 1.52 -1.13
H 2.334 1.232 -2.782 -1.89 0.23 1.32
H 2.114 2.481 -1.867 0.14 1.17 0.58
```
Positions in Å, forces in eV/Å.

- charge = +1
- highest occupied orbital energy (eV) = -13.15
- orbital gap (eV) = 9.719
- maximum force (eV/Å) = 3.74
- structure (SMILES) = N/C=C(\[NH3+])CCN
- ΔE to the lowest compared entry with this formula, charge and spin (kJ/mol) = 376.90
- calculated total energy (hartree) = -323.534713

Atom charges from the Löwdin analysis, given in e for atoms 1 to 5: atom 1 (N): 0.0255, atom 2 (C): -0.1062, atom 3 (C): -0.2414, atom 4 (N): 0.1965, atom 5 (C): -0.1539



# 5
The following is a quantum chemistry calculation of a molecular structure, C4H2ErO2 in a non-equilibrium geometry, from OMol25.

XYZ file:
```
9
Properties=species:S:1:pos:R:3:forces:R:3
O 0.189 1.991 -1.566 -0.45 -0.60 1.37
C 0.444 1.215 -0.783 3.00 -1.50 -1.95
C 0.981 0.140 0.049 -6.05 0.09 -2.46
C 1.294 0.879 1.146 4.04 -2.04 1.67
H 0.956 0.605 2.147 0.39 0.46 0.21
H 2.413 1.035 0.867 -1.36 2.65 1.25
O -2.509 -1.963 -0.789 3.17 -0.32 1.12
C -3.573 -1.803 -1.150 -2.31 0.27 -0.80
Er -0.196 -2.099 0.080 -0.43 0.99 -0.43
```
Positions in Å, forces in eV/Å.

- charge = +3
- highest occupied orbital energy (spin up / spin down) (eV) = -22.67 / -22.66
- orbital gap (spin up / spin down) (eV) = 6.477 / 6.187
- maximum force (eV/Å) = 6.53
- ΔE to the lowest compared entry with this formula, charge and spin (kJ/mol) = 126.09
- multiplicity = 4
- expectation value of S² = 3.755
- calculated total energy (hartree) = -1317.646987

Atom charges from the Löwdin analysis, given in e for atoms 1 to 5: atom 1 (O): 0.4162, atom 2 (C): -0.0740, atom 3 (C): -0.2546, atom 4 (C): 0.1488, atom 5 (H): 0.1201



# 6
The following is a quantum chemistry calculation of 2 unconnected molecules or ions with the total composition C3H12N2S in a non-equilibrium geometry, from OMol25.

XYZ file:
```
18
Properties=species:S:1:pos:R:3:forces:R:3
C 2.719 -5.319 0.967 -2.34 -0.91 0.54
C 1.680 -4.705 -0.024 2.60 1.28 -1.24
S -0.028 -4.754 0.452 0.24 -0.01 1.69
H 2.775 -4.570 1.718 0.44 0.55 1.02
H 2.268 -6.229 1.544 1.21 1.21 -1.51
H 3.711 -5.413 0.534 -0.13 -0.52 -0.04
H 2.024 -4.755 -1.091 -1.23 -1.60 0.48
H 1.891 -3.644 -0.081 0.19 0.66 0.98
H -0.485 -5.076 -0.686 -0.97 -0.67 -1.92
N -2.783 4.777 -1.063 -0.83 -0.99 0.08
C -1.389 4.843 -0.581 -0.50 0.75 1.00
N -1.198 5.501 0.785 0.09 -0.28 -2.72
H -3.293 3.909 -0.793 0.84 0.96 0.08
H -2.974 4.844 -2.073 0.86 0.26 0.68
H -0.796 5.415 -1.251 0.10 1.03 -0.79
H -0.857 3.908 -0.648 -0.08 -0.73 0.77
H -1.528 4.902 1.496 -0.55 -0.64 0.88
H -1.737 6.366 0.796 0.07 -0.36 0.02
```
Positions in Å, forces in eV/Å.

- highest occupied orbital energy (eV) = -9.01
- orbital gap (eV) = 10.000
- maximum force (eV/Å) = 3.15
- structure (SMILES) = CCS.NCN
- ΔE to the lowest compared entry with this formula, charge and spin (kJ/mol) = 129.39
- calculated total energy (hartree) = -629.130218

Atom charges from the Löwdin analysis, given in e for atoms 1 to 5: atom 1 (C): -0.1636, atom 2 (C): -0.6783, atom 3 (S): 0.7249, atom 4 (H): 0.0358, atom 5 (H): 0.0980